This record from the Open Molecules 2025 dataset describes a 2-piece molecular cluster, C11H15N2O overall at a distorted geometry. The level of theory is the ωB97M-V functional and the def2-TZVPD basis.

Last columns: bonded neighbours and bond lengths (Å).
CARTESIAN COORDINATES (ANGSTROEM)
1 C -2.11 3.10 -1.81  C2 1.440, C3 1.343, H15 0.999
2 C -0.81 3.71 -1.84  C1 1.440, C4 1.360, H16 1.033
3 C -2.13 1.99 -1.07  C1 1.343, N12 1.399, H17 0.970
4 C -0.02 2.92 -1.06  C2 1.360, N12 1.428, H18 0.984
5 C 0.42 -1.58 1.51  C6 1.400, C8 1.409, H19 1.155
6 C 1.42 -0.84 0.85  C5 1.400, C9 1.516, H20 1.054
7 C -1.37 -0.10 0.97  C8 1.388, C10 1.604, H21 0.996
8 C -0.92 -1.18 1.71  C5 1.409, C7 1.388, O14 1.318
9 C 1.03 0.47 0.19  C6 1.516, C10 1.457, H22 1.017, H23 1.070
10 C -0.38 0.82 0.11  C7 1.604, C9 1.457, N12 1.314
11 C -1.36 -2.70 3.50  O14 1.398, H24 1.031, H25 1.102, H26 1.175
12 N -0.83 1.85 -0.57  C3 1.399, C4 1.428, C10 1.314
13 N 1.99 -0.10 -2.89  H27 0.995, H28 1.002, H29 0.995
14 O -1.75 -1.77 2.54  C8 1.318, C11 1.398
15 H -2.90 3.37 -2.38  C1 0.999
16 H -0.77 4.63 -2.31  C2 1.033
17 H -2.86 1.36 -0.94  C3 0.970
18 H 0.90 2.96 -0.70  C4 0.984
19 H 0.81 -2.52 2.05  C5 1.155
20 H 2.44 -1.08 0.88  C6 1.054
21 H -2.31 0.22 0.90  C7 0.996
22 H 1.59 1.21 0.60  C9 1.017
23 H 1.40 0.40 -0.81  C9 1.070
24 H -0.45 -2.40 3.87  C11 1.031
25 H -1.32 -3.73 3.12  C11 1.102
26 H -2.31 -2.90 4.17  C11 1.175
27 H 2.90 -0.41 -3.11  N13 0.995
28 H 1.83 0.85 -3.17  N13 1.002
29 H 1.42 -0.65 -3.50  N13 0.995

Summary:
Net charge: +1
Lowest unoccupied orbital energy: -4.58 eV
Relative energy (zero: lowest compared OMol25 entry of this formula, charge and spin): 70.0 kcal per mole